1.
Molecular formula: C23H24AsCl5F5N2SSi2Ti
Method: DFT, the ωB97M-V functional and the def2-TZVPD basis

The value obtained for the frontier orbital gap (alpha / beta) is 7.35 / 7.56 eV. The value obtained for the energy above the lowest of the compared OMol25 structures with the same formula, charge and spin is 0.0 kcal per mole. Its multiplicity is 2.

```
64
Properties=species:S:1:pos:R:3:mulliken_charge:R:1
Ti -0.676 -0.211 -0.516 0.55
F -3.752 4.485 3.322 -0.31
C -3.479 3.290 2.791 0.62
C -2.392 3.136 1.937 -0.08
F -1.601 4.169 1.649 -0.32
C -2.152 1.882 1.416 -0.61
F -1.049 1.737 0.608 -0.22
C -2.921 0.756 1.677 0.93
S -2.523 -0.812 0.969 -0.58
C -3.999 0.950 2.536 0.20
F -4.800 -0.070 2.859 -0.34
C -4.279 2.192 3.088 0.31
F -5.321 2.340 3.905 -0.29
Cl -3.108 1.751 -1.711 -0.19
C -1.634 1.852 -2.656 1.59
C -0.603 0.990 -2.306 -1.79
C 0.442 0.950 -3.222 1.20
Cl 1.652 -0.296 -3.033 -0.18
C 0.544 1.800 -4.323 -0.59
Cl 1.896 1.723 -5.385 -0.19
C -0.479 2.715 -4.565 0.73
Cl -0.374 3.799 -5.893 -0.19
C -1.601 2.724 -3.740 -0.43
Cl -2.910 3.789 -4.068 -0.19
C -0.284 0.292 3.801 -1.02
Si 1.364 0.356 2.893 0.28
C 2.614 -0.425 4.058 -1.12
C 1.861 2.138 2.557 -1.03
As 1.282 -0.927 0.918 0.10
Si 3.402 -0.511 -0.005 0.66
C 4.752 -0.661 1.294 -1.38
C 3.757 -1.889 -1.243 -1.25
C 3.579 1.216 -0.747 -1.01
H -0.073 0.090 4.851 0.51
H -0.937 -0.498 3.434 0.24
H -0.828 1.234 3.757 0.22
H 2.829 0.282 4.861 0.33
H 3.555 -0.714 3.604 0.26
H 2.176 -1.316 4.508 0.32
H 1.535 2.772 3.383 0.41
H 1.428 2.535 1.636 0.23
H 2.944 2.229 2.479 0.33
H 4.688 -1.581 1.870 0.35
H 4.786 0.183 1.981 0.36
H 5.699 -0.677 0.750 0.38
H 4.298 -2.681 -0.727 0.32
H 4.386 -1.535 -2.059 0.40
H 2.863 -2.337 -1.673 0.28
H 4.152 1.847 -0.069 0.38
H 2.624 1.708 -0.926 0.19
H 4.108 1.174 -1.697 0.37
N -3.110 -5.362 -2.913 -0.48
C -2.446 -4.265 -2.463 1.15
C -2.536 -3.034 -3.126 -0.99
C -1.839 -1.956 -2.638 -0.35
N -1.066 -2.004 -1.538 0.39
C -0.966 -3.194 -0.912 -0.53
C -1.617 -4.325 -1.332 -0.77
H -3.824 -5.259 -3.612 0.21
H -3.165 -6.183 -2.338 0.21
H -3.146 -2.918 -4.010 0.34
H -1.901 -0.993 -3.136 0.37
H -0.333 -3.206 -0.027 0.39
H -1.491 -5.245 -0.781 0.35
```

2.
Molecular formula: C23H24BF3NO3
Method: DFT, the ωB97M-V functional and the def2-TZVPD basis

The value obtained for the frontier orbital gap is 5.07 eV. The value obtained for the energy above the lowest of the compared OMol25 structures with the same formula, charge and spin is 0.0 kcal per mole. The total charge is +1.

```
55
Properties=species:S:1:pos:R:3:mulliken_charge:R:1
C -5.706 0.979 0.803 -1.26
C -4.668 0.063 0.369 0.42
C -4.695 -1.248 -0.027 -0.83
C -3.334 -1.641 -0.199 -1.08
C -2.532 -0.565 0.106 0.43
B -0.951 -0.421 0.408 0.30
O -0.435 0.768 -0.242 -0.38
C -0.665 1.928 0.608 -0.05
C -0.641 1.455 2.049 -0.75
N -0.804 -0.043 2.040 0.53
C -1.877 -0.480 2.967 -1.12
C 0.423 -0.834 2.380 -0.78
C 0.261 -2.090 1.521 -0.37
O -0.234 -1.655 0.240 -0.27
O -3.365 0.491 0.418 -0.37
H -6.666 0.467 0.669 0.35
H -5.616 1.240 1.867 0.27
H -5.721 1.900 0.207 0.28
H -5.577 -1.871 -0.147 0.45
H -2.976 -2.617 -0.508 0.60
H 0.136 2.655 0.423 0.16
H -1.630 2.397 0.361 0.51
H 0.300 1.714 2.546 0.29
H -1.466 1.893 2.612 0.35
H -1.491 -0.420 3.995 0.37
H -2.745 0.186 2.896 0.35
H -2.174 -1.516 2.759 0.36
H 1.328 -0.260 2.133 0.27
H 0.445 -1.082 3.448 0.45
H 1.227 -2.603 1.390 0.33
H -0.468 -2.788 1.972 0.44
F 2.578 -3.924 -2.524 -0.31
C 2.804 -2.985 -1.544 -0.04
C 3.832 -3.241 -0.634 -0.72
C 4.136 -2.202 0.237 0.18
F 5.168 -2.391 1.128 -0.32
C 3.438 -1.006 0.270 -0.44
C 2.341 -0.795 -0.614 0.71
C 1.713 0.502 -0.611 -0.87
C 1.901 1.389 -1.722 0.88
C 1.946 2.795 -1.488 -0.50
C 2.072 3.686 -2.534 -0.80
C 2.186 3.240 -3.852 -0.61
C 2.247 1.862 -4.064 0.14
F 2.347 1.415 -5.362 -0.31
C 2.137 0.926 -3.040 -0.53
C 2.011 -1.844 -1.509 -0.43
H 4.389 -4.173 -0.638 0.54
H 3.751 -0.211 0.953 0.49
H 1.704 0.980 0.374 0.86
H 1.932 3.162 -0.460 0.49
H 2.092 4.758 -2.322 0.41
H 2.263 3.938 -4.685 0.47
H 2.177 -0.144 -3.253 0.67
H 1.149 -1.741 -2.168 0.77
```

3.
Molecular formula: C23H24Br2ClN2O5SbSc
Method: DFT, the ωB97M-V functional and the def2-TZVPD basis

The value obtained for the frontier orbital gap is 6.57 eV. The value obtained for the energy above the lowest of the compared OMol25 structures with the same formula, charge and spin is 8.1 kcal per mole. The total charge is -1.

```
59
Properties=species:S:1:pos:R:3:mulliken_charge:R:1
Sc 1.270 1.052 1.150 0.32
Br -3.180 3.265 0.056 -0.16
C -2.813 2.055 1.447 -0.07
C -3.833 1.755 2.378 -0.34
C -3.624 0.867 3.387 -0.07
Br -5.031 0.491 4.599 -0.25
C -2.369 0.219 3.526 0.86
C -2.047 -0.743 4.516 -0.82
C -0.812 -1.316 4.538 -0.96
C 0.138 -0.931 3.568 -0.60
N -0.130 -0.044 2.651 0.63
C -1.364 0.539 2.600 -0.08
C -1.565 1.473 1.520 0.44
O -0.591 1.684 0.680 -0.35
H -4.795 2.238 2.274 0.43
H -2.800 -1.015 5.244 0.32
H -0.547 -2.055 5.282 0.43
H 1.136 -1.357 3.548 0.60
O 4.814 3.108 -4.744 -0.74
C 5.188 2.258 -3.909 0.46
O 6.240 1.595 -3.848 -0.72
C 4.164 1.957 -2.796 0.21
C 2.957 2.645 -2.750 -0.98
C 2.048 2.374 -1.747 -0.57
N 2.274 1.443 -0.819 0.45
C 3.426 0.754 -0.871 0.76
C 4.400 0.994 -1.817 -0.68
C 3.619 -0.311 0.196 0.12
O 4.568 -1.054 0.182 -0.69
O 2.647 -0.342 1.102 -0.52
H 2.769 3.394 -3.507 0.49
H 1.111 2.914 -1.661 0.69
H 5.325 0.436 -1.818 0.62
C -0.893 -2.952 -3.331 -0.95
C 0.165 -2.709 -2.258 -0.88
Sb -0.286 -1.210 -0.787 0.29
C -1.968 -0.280 -1.714 -0.71
C -1.546 0.760 -2.750 -1.14
C -1.421 -2.442 0.569 -0.49
C -2.349 -3.486 -0.043 -1.22
H -0.577 -3.737 -4.023 0.37
H -1.069 -2.054 -3.925 0.23
H -1.853 -3.253 -2.913 0.19
H 1.105 -2.403 -2.722 0.47
H 0.395 -3.617 -1.695 0.49
H -2.535 0.197 -0.912 0.34
H -2.602 -1.055 -2.150 0.57
H -0.929 1.535 -2.292 0.15
H -2.408 1.255 -3.202 0.39
H -0.960 0.322 -3.563 0.28
H -1.993 -1.749 1.192 0.15
H -0.691 -2.915 1.230 0.48
H -3.092 -3.032 -0.702 0.26
H -2.897 -4.034 0.728 0.43
H -1.800 -4.223 -0.632 0.26
Cl 2.607 3.349 1.711 -0.24
C 1.671 2.331 2.944 -0.70
H 0.934 3.006 3.377 0.34
H 2.400 2.052 3.703 0.42
```

4.
Molecular formula: C23H24Cl2N7OS3Ti
Method: DFT, the ωB97M-V functional and the def2-TZVPD basis

The value obtained for the frontier orbital gap (alpha / beta) is 6.71 / 7.29 eV. The value obtained for the energy above the lowest of the compared OMol25 structures with the same formula, charge and spin is 30.0 kcal per mole. Its multiplicity is 3. The total charge is +1.

```
61
Properties=species:S:1:pos:R:3:mulliken_charge:R:1
Ti -0.111 0.381 -0.669 0.68
N 0.445 2.681 3.120 -0.41
C 0.139 2.194 1.883 0.52
S 1.413 1.807 0.723 -0.49
N -1.126 2.016 1.700 -1.43
N -1.480 1.570 0.449 1.20
C -2.721 1.699 0.066 -0.23
C -3.718 2.422 0.858 -0.45
C -4.938 1.876 1.398 -0.12
C -5.845 2.684 2.070 -0.80
C -5.660 4.014 2.195 -0.33
C -4.548 4.597 1.638 -0.81
C -3.617 3.797 0.938 0.11
C -2.941 1.274 -1.375 0.90
C -4.200 1.551 -2.075 -0.91
C -4.225 1.119 -3.449 -0.43
C -3.128 0.444 -3.999 -0.86
C -2.077 0.188 -3.179 0.20
N -1.933 0.648 -1.937 0.20
H 1.396 2.848 3.388 0.22
H -0.302 3.126 3.618 0.24
H -5.163 0.837 1.259 0.46
H -6.642 2.231 2.553 0.46
H -6.376 4.703 2.582 0.41
H -4.395 5.648 1.719 0.43
H -2.719 4.259 0.502 0.37
H -5.017 1.893 -1.525 0.58
H -5.183 1.259 -3.999 0.37
H -3.028 -0.008 -4.991 0.43
H -1.281 -0.483 -3.641 0.12
Cl 0.758 2.060 -3.060 -0.09
C 2.120 3.044 -2.381 -0.37
Cl 3.597 2.097 -2.100 -0.07
H 1.746 3.505 -1.349 0.21
H 2.241 3.726 -3.175 0.41
N 5.127 -6.224 2.161 -0.37
C 5.580 -4.980 1.897 -0.14
S 7.128 -4.441 1.999 -0.26
C 4.431 -4.045 1.542 0.56
C 3.622 -4.231 0.439 -0.59
C 2.574 -3.302 0.272 -0.42
N 2.328 -2.335 1.110 -0.27
C 3.114 -2.153 2.213 -0.51
C 4.145 -3.055 2.501 -0.48
H 5.612 -6.911 2.667 0.22
H 4.120 -6.364 2.272 0.25
H 3.849 -4.965 -0.334 0.48
H 1.850 -3.376 -0.584 0.65
H 2.862 -1.335 2.915 0.40
H 4.807 -2.899 3.328 0.46
O -0.489 -1.055 1.046 -0.49
H 0.112 -1.580 1.569 0.28
H -0.942 -0.434 1.647 0.25
S 3.860 -1.937 -2.267 -0.13
C 2.548 -2.558 -3.099 0.00
C 1.413 -1.923 -2.569 -1.10
N 1.604 -0.993 -1.628 0.79
C 2.874 -0.865 -1.417 -0.75
H 2.678 -3.285 -3.872 0.49
H 0.426 -2.212 -2.916 0.30
H 3.284 -0.250 -0.642 0.62
```